--- w ---
C3H8OS2 | ωB97M-V/def2-TZVPD

Structure (ORCA input):
```
! RIJCOSX wB97M-V def2-TZVPD def2/J DEFGRID3
* xyz 0 1
S 1.66 0.32 0.49
S 0.05 -0.34 2.85
C 1.26 0.73 2.24
C 0.29 -0.83 0.26
C -0.80 -0.43 1.24
H 1.11 1.83 2.22
H 2.16 0.53 2.85
H 0.55 -1.88 0.51
H -0.04 -0.81 -0.80
H -1.61 -1.16 1.42
H -1.27 0.57 1.14
O -1.47 0.67 -4.77
H -0.62 1.06 -5.09
H -1.25 -0.26 -4.56
*
```

Output
SMILES ... C1CSCS1.O
Lowest unoccupied orbital energy ... 0.52 eV
Kohn-Sham gap ... 9.22 eV
E_HOMO ... -0.320 Ha

Löwdin atomic charge list, values in e, 5 entries: 0.778 0.804 -0.848 -0.579 -0.538

--- x ---
C3H8OS2 | ωB97M-V/def2-TZVPD

Structure (ORCA input):
```
! RIJCOSX wB97M-V def2-TZVPD def2/J DEFGRID3
* xyz 0 1
C 1.37 -0.77 -0.48
S -0.36 -1.15 -0.09
S -0.28 -1.44 1.97
H 1.33 -0.19 -1.40
H 1.74 -0.12 0.31
H 1.97 -1.65 -0.64
H -1.60 -1.31 2.12
C -0.90 1.76 -2.04
C 0.19 2.29 -1.52
O 0.49 2.27 -0.19
H -0.88 1.60 -3.11
H -1.80 1.58 -1.47
H 0.97 2.82 -2.06
H 0.05 1.49 0.17
*
```

Output
SMILES ... C=CO.CSS
Lowest unoccupied orbital energy ... 0.44 eV
Kohn-Sham gap ... 8.83 eV
E_HOMO ... -0.308 Ha

Löwdin atomic charge list, values in e, 5 entries: -0.468 0.367 0.305 0.020 0.027

Which of them is most stable, and which least? Most stable: w; least stable: x.

--- w ---
C3H8OS2 | ωB97M-V/def2-TZVPD

Structure (ORCA input):
```
! RIJCOSX wB97M-V def2-TZVPD def2/J DEFGRID3
* xyz 0 1
C 0.23 1.24 2.14
S 0.01 2.18 0.57
S -1.83 1.48 -0.07
H 1.17 0.70 2.11
H -0.62 0.58 2.27
H 0.23 1.98 2.94
H -1.51 1.70 -1.35
O -0.96 -1.63 -2.51
C 0.05 -1.23 -2.01
C 0.54 -1.59 -0.64
H 0.70 -0.56 -2.60
H -0.06 -2.33 -0.12
H 0.42 -0.71 0.00
H 1.61 -1.81 -0.73
*
```

Output
SMILES ... CC=O.CSS
Lowest unoccupied orbital energy ... 0.46 eV
Kohn-Sham gap ... 8.86 eV
E_HOMO ... -0.309 Ha

Löwdin atomic charge list, values in e, 5 entries: -0.460 0.339 0.300 0.022 0.018

--- x ---
C3H8OS2 | ωB97M-V/def2-TZVPD

Structure (ORCA input):
```
! RIJCOSX wB97M-V def2-TZVPD def2/J DEFGRID3
* xyz 0 1
C 2.30 0.68 1.07
S 1.90 -0.56 -0.24
S 0.56 -1.72 0.94
H 3.34 0.92 0.88
H 1.77 1.61 1.29
H 2.27 0.19 2.05
H -0.44 -2.24 0.23
O -2.70 -1.31 -0.65
C -1.76 -0.68 -1.05
C -1.59 0.82 -0.79
H -0.95 -1.22 -1.55
H -2.56 1.20 -0.49
H -0.87 1.00 0.01
H -1.26 1.31 -1.71
*
```

Output
SMILES ... CC=O.CSS
Lowest unoccupied orbital energy ... 0.18 eV
Kohn-Sham gap ... 8.94 eV
E_HOMO ... -0.322 Ha

Löwdin atomic charge list, values in e, 5 entries: -0.495 0.393 0.353 0.020 0.040

Which of them is most stable, and which least? Most stable: w; least stable: x.

--- w ---
C9H14O | ωB97M-V/def2-TZVPD

Structure (ORCA input):
```
! RIJCOSX wB97M-V def2-TZVPD def2/J DEFGRID3
* xyz 1 2
C 1.87 -1.16 0.66
C 1.89 -2.68 1.03
H 2.02 -0.65 1.61
H 2.76 -0.95 0.08
H 0.94 -0.90 0.16
H 1.20 -3.22 0.39
H 1.70 -2.77 2.10
H 2.91 -3.07 0.98
C 0.27 2.90 -1.24
C -1.23 -0.52 -1.02
C -0.58 0.57 -1.53
C -1.94 -0.43 0.19
C -0.54 1.75 -0.74
C -1.79 0.73 1.00
C -1.21 1.86 0.52
O -2.50 -1.44 0.82
H -1.21 -1.43 -1.60
H -0.11 0.52 -2.49
H -2.71 -2.07 0.11
H -2.23 0.68 1.99
H 1.23 2.99 -0.73
H -0.21 3.87 -1.13
H -0.99 2.71 1.15
H 0.47 2.70 -2.29
*
```

Output
Lowest unoccupied orbital energy (alpha / beta) ... -3.91 / -7.59 eV
Kohn-Sham gap (alpha / beta) ... 10.24 / 6.92 eV
E_HOMO (alpha / beta) ... -0.520 / -0.533 Ha

Löwdin atomic charge list, values in e, 5 entries: -0.144 -0.143 0.064 0.066 0.015

--- x ---
C9H14O | ωB97M-V/def2-TZVPD

Structure (ORCA input):
```
! RIJCOSX wB97M-V def2-TZVPD def2/J DEFGRID3
* xyz 1 2
C -0.47 0.54 3.32
C -0.77 -1.82 0.39
C -0.56 -1.22 1.57
C -1.06 -0.87 -0.67
C -0.58 0.14 1.84
C -0.96 0.51 -0.49
C -0.75 1.02 0.81
O -1.40 -1.34 -1.92
H -1.03 -2.88 0.16
H -0.56 -1.87 2.49
H -1.88 -2.26 -1.83
H -1.24 1.26 -1.33
H -0.68 1.48 3.56
H 0.64 0.40 3.58
H -0.79 2.06 1.10
H -1.10 0.04 4.05
C 2.72 1.43 -2.81
C 2.65 1.08 -1.28
H 2.60 0.69 -3.61
H 1.97 2.13 -3.27
H 3.64 1.94 -2.98
H 1.99 0.18 -1.14
H 2.57 1.95 -0.64
H 3.72 0.81 -0.98
*
```

Output
Lowest unoccupied orbital energy (alpha / beta) ... -3.76 / -7.86 eV
Kohn-Sham gap (alpha / beta) ... 10.12 / 6.02 eV
E_HOMO (alpha / beta) ... -0.510 / -0.510 Ha

Löwdin atomic charge list, values in e, 5 entries: 0.016 0.051 -0.016 -0.228 -0.195

Which of them is most stable, and which least? Most stable: w; least stable: x.

--- w ---
C3H4O2S | ωB97M-V/def2-TZVPD

Structure (ORCA input):
```
! RIJCOSX wB97M-V def2-TZVPD def2/J DEFGRID3
* xyz 0 1
C -0.67 -0.87 0.70
C -0.50 0.56 0.15
C 0.96 0.79 -0.15
H -0.35 -1.52 -1.14
H -1.08 1.33 0.65
H 1.70 0.00 -0.20
H 1.37 1.77 0.00
O -0.49 -1.84 -0.27
O -0.87 -1.02 1.86
S -0.06 0.79 -1.61
*
```

Output
SMILES ... O=C(O)[C@H]1CS1
Lowest unoccupied orbital energy ... 0.60 eV
Kohn-Sham gap ... 10.32 eV
E_HOMO ... -0.357 Ha

Löwdin atomic charge list, values in e, 5 entries: -0.512 -0.441 -0.412 0.029 0.119

--- x ---
C3H4O2S | ωB97M-V/def2-TZVPD

Structure (ORCA input):
```
! RIJCOSX wB97M-V def2-TZVPD def2/J DEFGRID3
* xyz 0 1
C 0.24 -0.22 -0.32
C -2.42 0.91 -0.49
C 0.87 -0.75 0.68
O -1.80 -1.52 0.90
O -3.07 1.28 0.42
S -1.58 -0.91 -0.39
H 0.55 0.49 -0.97
H -2.12 1.51 -1.39
H 0.15 -1.28 1.28
H 1.98 -0.53 0.76
*
```

Output
Lowest unoccupied orbital energy ... 0.30 eV
Kohn-Sham gap ... 9.41 eV
E_HOMO ... -0.335 Ha

Löwdin atomic charge list, values in e, 5 entries: -0.278 -0.342 -0.052 -0.532 0.046

--- y ---
C3H4O2S | ωB97M-V/def2-TZVPD

Structure (ORCA input):
```
! RIJCOSX wB97M-V def2-TZVPD def2/J DEFGRID3
* xyz 0 1
C 0.97 0.75 0.12
C -0.29 -1.67 -0.81
C -0.42 0.39 0.23
O 1.38 1.70 0.75
O -0.97 -0.69 -0.35
S -1.57 1.34 1.19
H 1.42 0.27 -0.73
H -0.79 -2.20 -1.57
H 0.76 -1.76 -0.46
H -0.51 1.88 1.61
*
```

Output
Lowest unoccupied orbital energy (alpha / beta) ... -0.89 / -0.10 eV
Kohn-Sham gap (alpha / beta) ... 7.13 / 7.90 eV
E_HOMO (alpha / beta) ... -0.295 / -0.294 Ha

Löwdin atomic charge list, values in e, 5 entries: -0.307 -0.007 -0.579 -0.004 -0.101

Which of them is most stable, and which least? Most stable: w; least stable: y.